No. 1
{"formula": "C4H3N3", "method": "the ωB97M-V functional and the def2-TZVPD basis", "smiles": "N#Cc1ncc[nH]1", "mol_weight_g_mol": 93.089, "largest_force_ev_per_a": 1.08, "homo_lumo_gap_ev": 10.14, "homo_ev": -9.51, "charge": 0, "elements": ["N", "N", "N", "C", "C", "C", "C", "H", "H", "H"], "coordinates": [[3.2182, -0.1931, 0.4853], [0.1568, 0.7678, -0.2923], [-0.1725, -1.3843, 0.1540], [2.1293, -0.4475, 0.1873], [-1.1882, 0.6071, -0.1666], [-1.3711, -0.7290, 0.0935], [0.7247, -0.4509, -0.0693], [0.6689, 1.6223, -0.4498], [-1.8608, 1.4478, -0.2197], [-2.3052, -1.2404, 0.2776]]}

---

No. 2
{"formula": "C4H3N3O", "method": "the ωB97M-V functional and the def2-TZVPD basis", "smiles": "O=C1Cc2cnnn21", "mol_weight_g_mol": 109.088, "largest_force_ev_per_a": 5.35, "homo_lumo_gap_ev": 9.18, "homo_ev": -9.80, "charge": 0, "elements": ["O", "N", "N", "N", "C", "C", "C", "C", "H", "H", "H"], "coordinates": [[0.6398, 2.0229, -1.8725], [-2.0110, -0.3000, 1.1105], [-0.4037, 0.9352, 0.2472], [-1.6817, 1.0363, 0.7762], [-0.9906, -1.3056, 0.8919], [1.2271, -0.0256, -0.5403], [0.4197, 1.2706, -0.9517], [0.1362, -0.3510, 0.4409], [2.2994, -0.1303, -0.0793], [1.3962, -0.7153, -1.3784], [-1.0315, -2.4373, 1.3555]]}

---

No. 3
{"formula": "C4H3N3O", "method": "the ωB97M-V functional and the def2-TZVPD basis", "mol_weight_g_mol": 109.088, "largest_force_ev_per_a": 5.14, "homo_lumo_gap_ev": 10.03, "homo_ev": -10.04, "charge": 0, "elements": ["O", "N", "N", "N", "C", "C", "C", "C", "H", "H", "H"], "coordinates": [[-1.5844, -0.8824, -0.1788], [0.7888, -1.5881, 0.1643], [0.7683, 1.4524, 0.0748], [1.9641, 0.6954, -0.1167], [-0.2631, 0.7171, 0.1077], [1.8825, -0.6913, -0.0023], [-1.6808, 0.4912, 0.0230], [-0.2320, -0.8053, 0.1516], [-2.0987, 0.9482, -0.8047], [2.7218, -1.2909, -0.3145], [-2.2665, 0.9538, 0.8957]]}

---

No. 4
{"formula": "C4H3N3O", "method": "the ωB97M-V functional and the def2-TZVPD basis", "smiles": "c1cc2[nH]nnc2o1", "mol_weight_g_mol": 109.088, "largest_force_ev_per_a": 8.87, "homo_lumo_gap_ev": 9.30, "homo_ev": -8.93, "charge": 0, "elements": ["O", "N", "N", "N", "C", "C", "C", "C", "H", "H", "H"], "coordinates": [[0.3998, 1.0279, -1.3992], [-1.1586, -0.8279, -1.6266], [-1.6235, -1.6075, -0.6032], [-0.9539, -1.3847, 0.5517], [1.1197, 1.4725, -0.1503], [-0.5258, 0.1354, -1.0136], [-0.4145, -0.1725, 0.3709], [0.8109, 0.6097, 0.7340], [1.2422, 0.5805, 1.8791], [1.9045, 2.2191, -0.2043], [-0.8008, -2.0525, 1.4614]]}

---

No. 5
{"formula": "C4H3N3O", "method": "the ωB97M-V functional and the def2-TZVPD basis", "mol_weight_g_mol": 109.088, "largest_force_ev_per_a": 4.78, "homo_lumo_gap_ev": 9.46, "homo_ev": -9.60, "charge": 0, "elements": ["O", "N", "N", "N", "C", "C", "C", "C", "H", "H", "H"], "coordinates": [[0.7391, -0.5587, -1.4664], [-1.3683, 0.7293, 0.8708], [1.5363, 0.0285, 0.7030], [-0.4270, 1.2886, 1.6095], [0.7840, 0.7403, 1.6271], [0.6379, -0.0345, -0.2460], [-0.7122, -0.7721, -1.5519], [-0.8535, 0.0784, -0.2201], [1.4186, 0.9905, 2.3896], [-0.8861, -0.5424, -2.6006], [-0.8688, -1.9479, -1.1150]]}

---

No. 6
{"formula": "C4H3N3O", "method": "the ωB97M-V functional and the def2-TZVPD basis", "smiles": "O=Cc1cncnn1", "mol_weight_g_mol": 109.088, "largest_force_ev_per_a": 4.76, "homo_lumo_gap_ev": 8.86, "homo_ev": -10.06, "charge": 0, "elements": ["O", "N", "N", "N", "C", "C", "C", "C", "H", "H", "H"], "coordinates": [[2.2911, -0.7872, -1.7161], [-1.4579, 0.6949, -1.1245], [-0.2277, 0.1591, -1.2769], [-1.3345, 0.3030, 1.2616], [0.5697, -0.0748, -0.2262], [-1.9175, 0.7332, 0.0952], [-0.0351, -0.1308, 1.0578], [1.9549, -0.5565, -0.5212], [-2.9782, 0.8550, 0.1493], [2.5855, -0.6349, 0.3636], [0.5497, -0.5610, 1.9374]]}

---

What is the formula in the first record? C4H3N3

---

Look up the charge of the fourth one. 0